Formula: C20H22Cl2N3
Source: OMol25
Level of theory: ωB97M-V/def2-TZVPD

The geometry in XYZ format:
```
47
Properties=species:S:1:pos:R:3:lowdin_charge:R:1
Cl 3.51 -0.73 -4.80 0.710
C 2.09 -0.62 -3.83 -0.678
C 1.34 0.56 -3.79 -0.088
C 0.23 0.65 -2.93 -0.066
C -0.06 -0.38 -2.00 -0.164
C -0.98 -0.09 -0.72 -0.057
C -2.25 -1.06 -0.62 -0.181
C -3.53 -0.51 -0.44 -0.030
C -4.58 -1.28 0.11 -0.081
C -4.37 -2.64 0.36 -0.677
Cl -5.62 -3.59 1.07 0.712
C -3.19 -3.25 -0.08 -0.074
C -2.16 -2.46 -0.63 -0.029
N -0.36 0.31 0.68 0.039
C -1.09 -0.03 1.88 -0.139
C -0.10 -0.47 2.91 -0.146
C 0.89 0.60 3.25 -0.154
N 1.35 1.19 2.03 -0.032
C 2.57 1.91 2.27 -0.149
C 2.87 2.91 1.17 -0.151
C 2.72 2.27 -0.19 -0.140
N 1.43 1.56 -0.25 0.127
C 0.81 1.01 0.83 -0.208
C 0.51 -1.62 -2.26 -0.020
C 1.61 -1.74 -3.14 -0.068
H 1.65 1.41 -4.41 0.114
H -0.38 1.58 -2.97 0.129
H -1.39 0.94 -0.88 0.136
H -3.73 0.55 -0.67 0.124
H -5.54 -0.83 0.34 0.111
H -3.08 -4.32 0.01 0.110
H -1.29 -2.99 -1.03 0.091
H -1.73 -0.86 1.64 0.113
H -1.70 0.79 2.27 0.149
H -0.59 -0.80 3.83 0.133
H 0.49 -1.31 2.55 0.136
H 0.49 1.39 3.92 0.147
H 1.77 0.18 3.76 0.141
H 2.48 2.41 3.24 0.138
H 3.40 1.19 2.34 0.144
H 2.17 3.76 1.29 0.133
H 3.90 3.27 1.32 0.134
H 2.66 3.03 -0.96 0.130
H 3.59 1.64 -0.38 0.133
H 0.89 1.68 -1.08 0.097
H 0.18 -2.53 -1.77 0.091
H 2.12 -2.69 -3.26 0.112
```

SMILES = Clc1ccc(C(c2ccc(Cl)cc2)N2CCCN3CCC[NH+]=C32)cc1
gap between HOMO and LUMO = 9.16 eV
HOMO = -11.6 eV
net charge = +1
E_tot = -50606.0117 eV